# 1
Formula: C3H4N2O2S
Source: the Open Molecules 2025 dataset
Level of theory: the ωB97M-V functional and the def2-TZVPD basis

Values from the calculation:
* lowest unoccupied orbital energy: -0.619 eV
* HOMO: -9.029 eV
* F_max: 2.20 eV/Å
* energy relative to the best compared isomer or geometry (same formula, charge and spin): 252.5 kJ/mol
* HOMO-LUMO gap: 8.4 eV

Structure (XYZ):
```
12
C3H4N2O2S | the Open Molecules 2025 dataset | the ωB97M-V functional and the def2-TZVPD basis
C 0.542 -1.539 0.687
C -0.106 -0.287 1.247
O -0.285 1.095 -0.492
H -0.502 2.292 -2.047
C -0.713 2.291 -0.968
H 0.368 -0.773 -1.176
H 1.122 -2.346 -1.064
H -0.320 -0.402 2.276
N -0.504 0.832 0.812
N 0.748 -1.521 -0.614
O -1.211 3.172 -0.331
S 0.862 -2.815 1.670
```

Let us look at the natural (NBO) charges, expressed in e, one per atom: 0.03, 0.01, -0.41, 0.13, 0.64, 0.41, 0.41, 0.22, -0.08, -0.75, -0.51, -0.10

---

# 2
Formula: C3H4N2O3
Source: the Open Molecules 2025 dataset
Level of theory: the ωB97M-V functional and the def2-TZVPD basis

Values from the calculation:
* lowest unoccupied orbital energy: -0.018 eV
* HOMO: -11.205 eV
* F_max: 2.65 eV/Å
* energy relative to the best compared isomer or geometry (same formula, charge and spin): 480.0 kJ/mol
* HOMO-LUMO gap: 11.2 eV

Structure (XYZ):
```
12
C3H4N2O3 | the Open Molecules 2025 dataset | the ωB97M-V functional and the def2-TZVPD basis
O 1.020 -0.273 1.123
H 0.216 1.510 0.542
H 1.633 0.282 1.569
C 0.211 0.463 0.266
H -1.778 -0.119 1.645
C -1.416 -0.044 0.528
N -2.174 1.015 -0.251
O -2.123 1.085 -1.444
N -1.524 -2.399 -0.537
O -2.685 1.770 0.511
C -1.557 -1.367 -0.061
H 0.419 0.292 -0.827
```

Let us look at the natural (NBO) charges, expressed in e, one per atom: -0.70, 0.18, 0.49, -0.01, 0.29, -0.25, 0.55, -0.35, -0.26, -0.36, 0.23, 0.20

---

# 3
Formula: C3H4N2O3
Source: the Open Molecules 2025 dataset
Level of theory: the ωB97M-V functional and the def2-TZVPD basis

Values from the calculation:
* lowest unoccupied orbital energy: 0.267 eV
* HOMO: -9.472 eV
* F_max: 4.89 eV/Å
* energy relative to the best compared isomer or geometry (same formula, charge and spin): 637.2 kJ/mol
* HOMO-LUMO gap: 9.7 eV

Structure (XYZ):
```
12
C3H4N2O3 | the Open Molecules 2025 dataset | the ωB97M-V functional and the def2-TZVPD basis
C 1.328 0.631 -0.626
O -2.308 0.384 -0.481
C -1.650 -0.660 -0.392
O 0.826 -1.373 0.203
O -0.042 0.540 1.297
H -0.605 -1.270 1.628
N 0.275 1.335 0.041
N 1.602 -0.612 -0.545
C -0.326 -0.697 0.651
H 0.641 2.139 0.404
H 1.925 1.390 -1.221
H -1.664 -1.809 -0.960
```

Let us look at the natural (NBO) charges, expressed in e, one per atom: 0.13, -0.47, 0.40, -0.34, -0.37, 0.21, -0.34, -0.14, 0.21, 0.37, 0.21, 0.15

---

# 4
Formula: C3H4N2O3
Source: the Open Molecules 2025 dataset
Level of theory: the ωB97M-V functional and the def2-TZVPD basis

Values from the calculation:
* lowest unoccupied orbital energy: 0.315 eV
* HOMO: -9.098 eV
* F_max: 5.71 eV/Å
* energy relative to the best compared isomer or geometry (same formula, charge and spin): 589.2 kJ/mol
* HOMO-LUMO gap: 9.4 eV

Structure (XYZ):
```
12
C3H4N2O3 | the Open Molecules 2025 dataset | the ωB97M-V functional and the def2-TZVPD basis
N 1.955 1.233 0.068
C -0.573 0.905 -0.085
H 2.865 0.742 -0.257
C 0.891 0.610 -0.104
O -0.675 -1.413 -0.247
O -2.676 -0.225 0.135
H 1.455 -1.533 1.136
H -1.097 2.008 -0.375
C -1.304 -0.200 -0.219
N 0.798 -0.880 -0.512
O 1.540 -1.774 0.145
H -3.179 0.528 0.313
```

Let us look at the natural (NBO) charges, expressed in e, one per atom: -0.67, -0.48, 0.38, 0.39, -0.38, -0.70, 0.45, 0.24, 0.65, 0.10, -0.49, 0.51

---

# 5
Formula: C3H4N2O3
Source: the Open Molecules 2025 dataset
Level of theory: the ωB97M-V functional and the def2-TZVPD basis

Values from the calculation:
* lowest unoccupied orbital energy: -2.221 eV
* HOMO: -11.907 eV
* F_max: 2.49 eV/Å
* energy relative to the best compared isomer or geometry (same formula, charge and spin): 514.6 kJ/mol
* HOMO-LUMO gap: 9.7 eV

Structure (XYZ):
```
12
C3H4N2O3 | the Open Molecules 2025 dataset | the ωB97M-V functional and the def2-TZVPD basis
H -1.072 -1.125 -0.140
N 4.089 2.665 0.492
H 0.211 0.131 -0.533
O 2.839 0.107 -1.472
H -1.491 0.572 -0.413
C 3.786 1.695 -0.004
H -0.788 -0.342 -1.731
C 3.375 0.422 -0.464
C -0.800 -0.170 -0.653
O 4.203 -0.313 1.710
O 3.575 -1.798 0.286
N 3.709 -0.676 0.686
```

Let us look at the natural (NBO) charges, expressed in e, one per atom: 0.22, -0.13, 0.20, -0.36, 0.21, 0.12, 0.22, 0.54, -0.85, -0.33, -0.32, 0.48

---

# 6
Formula: C3H4N2O3
Source: the Open Molecules 2025 dataset
Level of theory: the ωB97M-V functional and the def2-TZVPD basis

Values from the calculation:
* lowest unoccupied orbital energy: -1.150 eV
* HOMO: -10.516 eV
* F_max: 9.03 eV/Å
* energy relative to the best compared isomer or geometry (same formula, charge and spin): 462.2 kJ/mol
* HOMO-LUMO gap: 9.4 eV

Structure (XYZ):
```
12
C3H4N2O3 | the Open Molecules 2025 dataset | the ωB97M-V functional and the def2-TZVPD basis
C -1.712 -1.125 0.330
H 2.280 2.745 -0.900
O 2.676 0.778 -1.168
O -0.490 -1.959 0.266
N 0.938 1.481 0.358
H 0.333 -1.323 0.626
H 0.155 2.306 -0.078
C -1.082 0.186 0.276
O -2.769 -1.519 0.515
H -1.956 1.091 0.163
N 0.271 0.327 0.148
C 2.026 1.628 -0.649
```

Let us look at the natural (NBO) charges, expressed in e, one per atom: 0.73, 0.13, -0.49, -0.76, -0.42, 0.51, 0.33, -0.05, -0.48, 0.19, -0.23, 0.53

---

# 7
Formula: C3H4N2O3
Source: the Open Molecules 2025 dataset
Level of theory: the ωB97M-V functional and the def2-TZVPD basis

Values from the calculation:
* lowest unoccupied orbital energy (spin up / spin down): -0.041 / -3.283 eV
* HOMO (spin up / spin down): -7.838 / -9.811 eV
* multiplicity: 3
* F_max: 5.11 eV/Å
* energy relative to the best compared isomer or geometry (same formula, charge and spin): 441.9 kJ/mol
* HOMO-LUMO gap (spin up / spin down): 7.8 / 6.5 eV

Structure (XYZ):
```
12
C3H4N2O3 | the Open Molecules 2025 dataset | the ωB97M-V functional and the def2-TZVPD basis
H 0.502 -1.934 0.421
N 0.708 1.365 -0.919
C 1.679 -0.154 -0.031
H 1.388 2.021 -0.527
N 2.983 0.096 0.046
H -1.480 -0.152 1.042
C -0.645 -0.017 0.192
O -0.288 1.302 0.037
O 3.485 0.814 0.902
H -1.251 -0.297 -0.794
C 0.617 -0.861 0.276
O 3.618 -0.530 -0.831
```

Let us look at the natural (NBO) charges, expressed in e, one per atom: 0.26, -0.19, 0.33, 0.33, 0.34, 0.24, -0.11, -0.29, -0.42, 0.19, -0.28, -0.38

---

# 8
Formula: C3H4N2O7
Source: the Open Molecules 2025 dataset
Level of theory: the ωB97M-V functional and the def2-TZVPD basis

Values from the calculation:
* lowest unoccupied orbital energy: -1.109 eV
* HOMO: -10.019 eV
* F_max: 5.72 eV/Å
* energy relative to the best compared isomer or geometry (same formula, charge and spin): 129.9 kJ/mol
* HOMO-LUMO gap: 8.9 eV

Structure (XYZ):
```
16
C3H4N2O7 | the Open Molecules 2025 dataset | the ωB97M-V functional and the def2-TZVPD basis
C -1.000 -0.226 -0.392
O -0.267 1.886 1.005
C 1.129 0.354 -0.475
H -0.030 2.516 0.336
N -1.582 -1.460 -0.001
H -2.729 0.330 -0.516
O -1.896 0.697 -0.782
H 1.385 1.310 -0.897
C 0.240 0.684 0.739
N 2.320 -0.516 -0.086
O 3.261 -0.417 -0.839
O -0.865 -2.419 0.202
H 0.437 0.227 1.708
O 0.203 -0.424 -1.168
O 2.192 -1.195 0.907
O -2.798 -1.348 0.260
```

Let us look at the natural (NBO) charges, expressed in e, one per atom: 0.53, -0.64, 0.14, 0.48, 0.46, 0.51, -0.67, 0.20, 0.12, 0.52, -0.34, -0.30, 0.22, -0.48, -0.34, -0.42